No. 1
ORCA calculation (ωB97M-V/def2-TZVPD) on 4 unconnected molecules or ions with the total composition C31H52F9IN3O5PS at a distorted geometry.

Each line ends with the Löwdin charge.
Element x y z (Å)
C1 3.2276 -0.5946 1.5074  -0.012
C2 2.4432 0.6345 1.7240  -0.131
C3 0.9857 0.6936 1.0328  -0.097
C4 0.8324 1.3027 -0.4366  -0.130
N1 2.0955 1.7508 -1.0658  0.030
C5 -0.5302 1.3876 -1.1886  -0.015
C6 -0.7240 1.9593 -2.6748  -0.153
C7 0.2424 3.1540 -3.0989  -0.188
C8 1.4948 2.8063 -4.0234  -0.198
C9 1.3255 1.5743 -5.0262  -0.083
C10 2.7084 1.1552 -5.7810  -0.299
F1 3.8468 1.8572 -5.3052  0.055
F2 2.5149 1.6293 -7.1440  0.019
C11 2.8782 -0.4298 -5.9053  -0.307
F3 1.6147 -1.0560 -6.1541  0.061
F4 3.6653 -0.6824 -7.0823  0.048
S1 3.7215 -1.3016 -4.4882  1.004
F5 5.2089 -0.6216 -4.7936  -0.151
F6 3.2924 -0.1665 -3.3471  -0.172
F7 2.2503 -2.0858 -4.1432  -0.195
F8 4.0426 -2.5970 -5.5335  -0.181
F9 4.4444 -2.1819 -3.2645  -0.166
C12 -1.8003 0.8156 -0.4117  -0.105
N2 -3.0408 0.8545 -1.1416  0.120
C13 -4.1384 0.2940 -0.4365  -0.212
C14 -5.5573 0.2507 -1.1990  -0.633
I1 -5.9171 -1.8242 -1.7605  0.856
C15 -6.7546 0.9666 -0.3891  -0.260
C16 -7.9340 -0.0644 0.0618  -0.203
C17 -3.9815 -0.2574 1.0073  -0.211
O1 -5.1788 -0.8025 1.6139  -0.048
N3 -2.8059 -0.3224 1.8041  0.138
C18 -1.7276 0.2197 1.0153  -0.150
C19 -0.2988 0.1903 1.7177  -0.187
P1 -0.1153 -0.4958 3.4839  0.747
O2 0.5105 0.5463 4.4600  -0.517
H1 3.1134 -1.5237 2.1782  0.057
H2 3.9499 -0.6864 0.6104  0.070
H3 2.8607 1.5121 2.3502  0.122
H4 2.4400 2.6295 -0.6469  0.099
H5 2.8313 1.0382 -0.9658  0.064
H6 -0.7603 1.0557 -3.3705  0.112
H7 -1.7969 2.4003 -2.6945  0.112
H8 0.6364 3.6442 -2.1339  0.113
H9 -0.3851 3.9633 -3.6397  0.110
H10 1.6862 3.7392 -4.6883  0.124
H11 2.4687 2.7004 -3.4073  0.100
H12 0.5056 1.7429 -5.8226  0.151
H13 1.0596 0.6381 -4.3951  0.111
H14 -5.4222 0.8502 -2.1770  0.091
H15 -6.3842 1.5012 0.5544  0.115
H16 -7.2873 1.7243 -1.0846  0.113
H17 -8.5001 -0.5043 -0.8335  0.051
H18 -7.5334 -0.9417 0.6705  0.037
H19 -8.6512 0.5181 0.7510  0.082
H20 -5.2395 -1.7447 1.3185  0.089
H21 0.6998 -1.6828 3.4813  0.015
H22 -1.4352 -0.7726 4.0168  0.018
C20 -2.5514 7.4765 -5.8343  -0.081
C21 -2.8549 6.0383 -5.4480  -0.280
O3 -2.6921 5.7765 -4.0599  -0.177
C22 -3.5090 6.5322 -3.1743  -0.277
C23 -4.9972 6.3310 -3.4019  -0.081
H23 -1.5301 7.7426 -5.5444  0.083
H24 -2.6575 7.6110 -6.9139  0.078
H25 -3.2243 8.1814 -5.3433  0.065
H26 -2.1581 5.3795 -5.9723  0.116
H27 -3.8584 5.7469 -5.7729  0.105
H28 -3.2416 7.5928 -3.2270  0.106
H29 -3.2584 6.2008 -2.1627  0.119
H30 -5.3062 6.6523 -4.3985  0.065
H31 -5.5739 6.9031 -2.6708  0.078
H32 -5.2588 5.2735 -3.3036  0.080
C24 5.7527 -5.9969 4.9265  -0.078
C25 4.6164 -5.6723 3.9708  -0.282
O4 4.2336 -4.3033 3.9878  -0.171
C26 5.2389 -3.3622 3.6326  -0.279
C27 5.7860 -3.5620 2.2297  -0.081
H33 5.4814 -5.7211 5.9504  0.081
H34 5.9801 -7.0658 4.8982  0.078
H35 6.6657 -5.4555 4.6735  0.065
H36 3.7341 -6.2453 4.2667  0.113
H37 4.8589 -5.9848 2.9505  0.106
H38 6.0434 -3.3710 4.3755  0.108
H39 4.7747 -2.3735 3.6930  0.105
H40 6.2687 -4.5342 2.1127  0.066
H41 6.5241 -2.7904 1.9965  0.080
H42 4.9784 -3.5075 1.4937  0.076
C28 -1.8397 -3.7834 6.7383  -0.079
C29 -0.8774 -4.0363 5.5895  -0.282
O5 0.2735 -3.2025 5.6189  -0.202
C30 1.1030 -3.3095 6.7694  -0.266
C31 1.6686 -4.7032 6.9808  -0.072
H43 -2.1637 -2.7379 6.7424  0.082
H44 -2.7202 -4.4248 6.6454  0.077
H45 -1.3805 -3.9867 7.7071  0.065
H46 -1.3911 -3.8242 4.6481  0.113
H47 -0.5812 -5.0890 5.5486  0.106
H48 0.5631 -2.9636 7.6570  0.107
H49 1.9310 -2.6112 6.6205  0.123
H50 0.8828 -5.4443 7.1414  0.066
H51 2.3270 -4.7173 7.8530  0.080
H52 2.2420 -5.0190 6.1043  0.067

Computed properties:
LUMO level, Eh: -0.052
Orbital gap, eV: 6.3
ΔE to the lowest compared entry with this formula, charge and spin, kcal/mol: 238.9
HOMO level, eV: -7.7
DFT total energy, Eh: -3688.32536

***

No. 2
ORCA calculation (ωB97M-V/def2-TZVPD) on a molecular structure, C19H38KO3Si2 at a distorted geometry.

Each line ends with the Löwdin charge.
Element x y z (Å)
K1 0.8581 0.3276 0.1548  0.777
C1 -4.5083 1.0595 -3.1369  -0.073
C2 -4.4540 0.1936 -1.8798  -0.389
C3 -5.8680 -0.1798 -1.4154  -0.066
C4 -3.6820 0.8293 -0.7439  -0.221
C5 -3.6262 2.2025 -0.5438  -0.036
C6 -2.9164 2.7433 0.5217  -0.042
C7 -2.2285 1.9348 1.4193  -0.277
C8 -1.4729 2.5126 2.5862  -0.038
C9 -2.2802 0.5559 1.2144  -0.055
C10 -3.0024 0.0184 0.1619  -0.036
H1 -4.9240 0.4868 -3.9682  0.079
H2 -3.5074 1.3916 -3.4179  0.058
H3 -5.1393 1.9389 -2.9907  0.072
H4 -3.9351 -0.7328 -2.1422  0.111
H5 -6.4535 0.7191 -1.2083  0.079
H6 -5.8297 -0.7774 -0.5035  0.075
H7 -6.3839 -0.7589 -2.1852  0.074
H8 -4.1274 2.8752 -1.2295  0.106
H9 -2.8906 3.8204 0.6471  0.106
H10 -0.4864 2.0555 2.6803  0.057
H11 -2.0111 2.3159 3.5163  0.085
H12 -1.3564 3.5918 2.4842  0.074
H13 -1.7463 -0.1086 1.8868  0.112
H14 -3.0140 -1.0587 0.0295  0.118
C11 1.9799 2.6837 -1.9677  -0.208
Si1 1.1161 1.3941 -3.0928  0.332
C12 -0.7217 1.8896 -3.1016  -0.192
C13 1.7563 1.8351 -4.8437  -0.201
C14 1.3614 -0.2937 -2.4498  -0.479
Si2 0.4716 -1.6775 -3.2323  0.350
C15 1.0452 -3.3319 -2.4739  -0.199
C16 0.6067 -1.9424 -5.1263  -0.207
C17 -1.4070 -1.5950 -2.9413  -0.190
H15 2.0185 3.6698 -2.4381  0.019
H16 3.0087 2.3756 -1.7588  0.025
H17 1.4576 2.7989 -1.0125  -0.001
H18 -0.8518 2.9728 -3.0308  0.029
H19 -1.2522 1.4296 -2.2617  0.010
H20 -1.2074 1.5508 -4.0220  0.020
H21 1.5186 2.8600 -5.1450  0.014
H22 1.3210 1.1532 -5.5793  0.001
H23 2.8427 1.7152 -4.8907  0.017
H24 2.4377 -0.5251 -2.4136  -0.033
H25 2.1137 -3.2954 -2.2443  0.017
H26 0.8732 -4.1791 -3.1441  0.013
H27 0.5141 -3.5310 -1.5386  0.008
H28 1.6335 -2.1893 -5.4116  0.017
H29 0.3322 -1.0233 -5.6531  0.001
H30 -0.0452 -2.7455 -5.4831  0.012
H31 -1.6292 -1.5101 -1.8741  0.010
H32 -1.9089 -2.4875 -3.3265  0.029
H33 -1.8396 -0.7238 -3.4430  0.010
C18 1.5534 -2.6250 1.6527  -0.150
O1 0.3821 -1.8378 1.7826  -0.200
H34 1.6794 -3.2955 2.5090  0.080
H35 2.4513 -2.0032 1.5682  0.079
H36 1.4639 -3.2256 0.7463  0.067
H37 0.6340 -1.0257 2.2709  0.012
O2 2.6357 0.3095 4.1454  -0.039
C19 2.4462 0.5064 2.9510  -0.605
O3 1.3503 0.6070 2.3104  -0.336
H38 3.3629 0.6091 2.2987  0.120

Computed properties:
LUMO level, Eh: 0.090
Orbital gap, eV: 6.4
Net charge: -1
ΔE to the lowest compared entry with this formula, charge and spin, kcal/mol: 6.6
HOMO level, eV: -4.0
DFT total energy, Eh: -2151.55440

***

No. 3
ORCA calculation (ωB97M-V/def2-TZVPD) on a gas-phase ion, C5H13NO (charge +1) at a distorted geometry.

Each line ends with the Mulliken spin population.
Element x y z (Å)
C1 0.2512 -0.3389 -2.1675  0.003
N1 -0.3631 0.3999 -1.1051  0.742
C2 -0.8419 -0.0447 0.1500  -0.009
C3 0.4939 -0.0701 1.0946  0.130
C4 1.3394 -1.2463 0.9255  0.008
O1 1.3388 1.0487 0.7820  0.003
C5 -1.8271 0.9744 0.7751  0.041
H1 1.3436 -0.3237 -2.0502  0.061
H2 0.0216 -1.4022 -2.1866  0.000
H3 0.0014 0.0986 -3.1326  0.033
H4 -0.0398 1.3662 -1.1599  -0.032
H5 -1.2496 -1.0427 0.0420  0.001
H6 0.1380 0.0114 2.1277  0.007
H7 0.8861 -2.2110 1.1669  0.000
H8 1.6706 -1.3282 -0.1228  0.004
H9 2.3092 -1.2569 1.4234  0.009
H10 0.8570 1.8908 0.8904  0.004
H11 -1.3821 1.9586 0.8398  -0.003
H12 -2.2985 0.5583 1.6582  0.001
H13 -2.6487 0.9577 0.0491  -0.002

Computed properties:
Spin multiplicity: 2
LUMO level (alpha / beta), Eh: -0.110 / -0.271
Orbital gap (alpha / beta), eV: 11.9 / 7.9
Net charge: +1
ΔE to the lowest compared entry with this formula, charge and spin, kcal/mol: 23.9
HOMO level (alpha / beta), eV: -14.9 / -15.2
DFT total energy, Eh: -327.97722

***

No. 4
ORCA calculation (ωB97M-V/def2-TZVPD) on a molecular structure, C28H38N3O7PtSi at a distorted geometry.

Each line ends with the Mulliken spin population.
Element x y z (Å)
Pt1 -1.3775 -1.0961 -0.0388  1.538
O1 0.9117 -2.5999 0.0725  0.144
C1 2.1235 -2.8410 0.7239  0.294
C2 0.1756 -2.5332 3.3769  0.001
O2 0.9911 -2.8177 4.1437  0.002
O3 -0.6693 -2.2318 2.6275  0.021
C3 2.8804 -1.7628 1.2828  0.090
C4 2.7618 -0.4430 0.8115  0.110
C5 3.5348 0.5791 1.3258  -0.089
C6 4.4502 0.3285 2.3405  0.142
C7 4.5514 -0.9589 2.8559  -0.063
C8 3.7809 -1.9849 2.3510  0.131
C9 2.5177 -4.2276 0.7634  0.011
C10 3.8722 -4.6088 0.7279  0.114
C11 4.2295 -5.9421 0.7519  -0.059
C12 3.2549 -6.9324 0.8103  0.114
C13 1.9140 -6.5769 0.8160  -0.056
C14 1.5449 -5.2446 0.7814  0.141
H1 0.7323 -3.3910 -0.4530  -0.019
H2 2.0756 -0.2421 0.0128  0.041
H3 3.4271 1.5820 0.9312  0.001
H4 5.0618 1.1298 2.7329  0.009
H5 5.2390 -1.1580 3.6676  -0.001
H6 3.8290 -2.9627 2.8082  0.000
H7 4.6338 -3.8474 0.6414  0.005
H8 5.2756 -6.2151 0.7115  -0.002
H9 3.5415 -7.9747 0.8452  0.007
H10 1.1515 -7.3439 0.8537  -0.001
H11 0.4916 -4.9862 0.8280  0.007
N1 -2.8430 -2.2241 0.3894  0.214
C15 -3.9831 -2.5390 0.1852  -0.059
N2 -5.1137 -2.9799 0.1006  0.305
C16 -6.2308 -2.8940 -0.5602  -0.082
N3 -7.2449 -2.8380 -1.1152  0.204
C17 -3.4519 2.7630 -2.6545  0.016
C18 -3.4540 1.4790 -1.8277  -0.007
C19 -4.7656 1.3495 -1.0591  -0.009
C20 -3.2454 0.2739 -2.7466  -0.003
O4 -2.4197 1.5062 -0.8293  0.228
Si1 -0.7922 1.7310 -0.8137  -0.054
O5 -0.2164 0.1736 -0.8159  0.514
O6 -0.3293 2.5987 -2.0679  0.028
C21 0.9244 2.9291 -2.7020  -0.002
C22 0.6119 3.1365 -4.1789  -0.001
C23 1.9305 1.7985 -2.5161  0.006
C24 1.4494 4.2153 -2.0742  0.000
O7 -0.3839 2.4417 0.5875  0.026
C25 -0.9558 2.5301 1.9100  -0.006
C26 -1.6290 1.2296 2.3512  0.032
C27 0.1841 2.8404 2.8711  0.001
C28 -1.9830 3.6586 1.9013  0.003
H12 -4.2560 2.7250 -3.3885  0.000
H13 -2.5026 2.8786 -3.1733  -0.003
H14 -3.6017 3.6279 -2.0075  -0.001
H15 -5.6111 1.3250 -1.7456  0.000
H16 -4.8845 2.1988 -0.3862  -0.001
H17 -4.7678 0.4351 -0.4591  0.000
H18 -4.1094 0.1315 -3.3939  0.000
H19 -3.1036 -0.6292 -2.1419  0.015
H20 -2.3577 0.4188 -3.3657  0.001
H21 0.2057 2.2205 -4.6109  0.000
H22 1.5183 3.4056 -4.7205  0.000
H23 -0.1169 3.9379 -4.3017  0.000
H24 1.5122 0.8529 -2.8652  0.001
H25 2.1912 1.6940 -1.4602  -0.002
H26 2.8380 2.0137 -3.0772  0.000
H27 0.7427 5.0296 -2.2350  0.000
H28 2.4054 4.4803 -2.5246  0.000
H29 1.5859 4.0815 -0.9996  0.000
H30 -0.9212 0.4035 2.2070  -0.005
H31 -2.5492 1.0637 1.7884  0.003
H32 -1.8736 1.2678 3.4119  0.006
H33 0.8807 2.0042 2.9225  0.001
H34 -0.2119 3.0314 3.8688  0.000
H35 0.7269 3.7233 2.5328  0.000
H36 -2.7276 3.4733 1.1259  -0.001
H37 -1.4963 4.6111 1.6918  0.000
H38 -2.4818 3.7179 2.8688  0.000

Computed properties:
Spin multiplicity: 5
LUMO level (alpha / beta), Eh: -0.093 / -0.278
Orbital gap (alpha / beta), eV: 6.5 / 4.1
Net charge: +1
HOMO level (alpha / beta), eV: -9.0 / -11.7
DFT total energy, Eh: -2189.30923

***

No. 5
ORCA calculation (ωB97M-V/def2-TZVPD) on CH2OS2 in the gas phase at a distorted geometry.

Each line ends with the Löwdin charge.
Element x y z (Å)
O1 0.3195 1.6804 -0.0015  -0.049
C1 0.0794 0.5193 0.1253  -1.063
S1 -1.6453 -0.3294 -0.0948  0.661
S2 1.5081 -0.5428 -0.0259  0.773
H1 -1.7893 -0.8630 1.1163  -0.169
H2 0.9535 -1.7415 0.0748  -0.153

Computed properties:
LUMO level, Eh: 0.003
Orbital gap, eV: 10.1
ΔE to the lowest compared entry with this formula, charge and spin, kcal/mol: 13.4
HOMO level, eV: -10.0
DFT total energy, Eh: -910.89430

***

No. 6
ORCA calculation (ωB97M-V/def2-TZVPD) on a molecular structure, C24H31N2O3PSTl at a distorted geometry.

Each line ends with the Löwdin charge.
Element x y z (Å)
Tl1 11.1526 9.0473 10.8778  0.903
C1 9.3811 8.1009 6.6492  -0.052
C2 9.4202 8.0183 8.1654  -0.526
O1 9.7446 9.0985 8.7760  -0.254
C3 9.1284 6.8111 8.7511  -0.063
C4 9.1127 6.4612 10.1531  -0.377
C5 8.4161 5.2139 10.4956  -0.065
N1 9.6830 7.1792 11.0618  -0.098
N2 9.4955 6.7629 12.3701  0.035
C6 9.6020 7.7674 13.2230  -0.534
O2 9.7752 8.9857 12.9422  -0.236
C7 9.4550 7.3961 14.6749  -0.146
C8 9.7386 8.3924 15.6003  -0.027
C9 9.5442 8.1142 16.9425  -0.113
C10 9.0656 6.9074 17.3841  -0.115
C11 8.7952 5.9213 16.4290  -0.103
C12 8.9797 6.1586 15.0869  -0.046
H1 9.0432 9.1103 6.3090  0.082
H2 8.7949 7.3482 6.1274  0.063
H3 10.3942 8.0816 6.2958  0.060
H4 8.7329 6.0299 8.1225  0.071
H5 8.1823 4.6346 9.5965  0.066
H6 7.5346 5.4907 11.0903  0.084
H7 9.0351 4.6033 11.1935  0.082
H8 9.9992 9.3922 15.2264  0.119
H9 9.7577 8.8575 17.6875  0.089
H10 8.9398 6.7271 18.4323  0.085
H11 8.4080 4.9619 16.7720  0.093
H12 8.8729 5.3939 14.3199  0.106
C13 16.8081 8.7662 10.5955  -0.324
P1 14.9727 8.9083 10.7349  0.874
C14 14.9097 9.2777 12.5816  -0.284
C15 14.7023 10.5454 9.9280  -0.414
C16 15.2717 11.7531 10.3330  -0.094
C17 14.9333 12.9035 9.6435  -0.112
C18 13.9760 12.9399 8.6707  -0.091
C19 13.3928 11.7395 8.2595  -0.065
C20 13.7918 10.5427 8.8561  -0.153
H13 17.3455 9.5673 11.0516  0.016
H14 17.0625 8.7166 9.5137  0.045
H15 17.0359 7.8402 11.0805  0.010
H16 15.3728 10.2203 12.7790  0.006
H17 15.4642 8.5115 13.1528  0.041
H18 13.8893 9.3269 12.9364  0.004
H19 15.9299 11.7921 11.2035  0.099
H20 15.4070 13.8264 9.9095  0.093
H21 13.6516 13.8424 8.2315  0.088
H22 12.6372 11.7288 7.4854  0.105
H23 13.3633 9.6153 8.5709  0.059
O3 8.9291 13.6213 11.6839  -0.551
S1 8.4902 12.7615 10.5828  0.881
C21 6.6975 12.9723 10.5148  -0.357
C22 6.1890 12.1906 11.7010  -0.253
C23 6.8241 10.7954 11.5075  -0.209
C24 8.3162 11.0576 11.2476  -0.327
H24 6.3537 12.5309 9.5500  0.102
H25 6.4766 14.0285 10.5850  0.081
H26 5.0856 12.1829 11.7115  0.110
H27 6.5252 12.6789 12.5965  0.099
H28 6.3769 10.2575 10.6837  0.105
H29 6.7793 10.1369 12.3950  0.118
H30 8.7499 10.3929 10.4987  0.027
H31 8.9282 11.0329 12.1773  0.088

Computed properties:
LUMO level, Eh: 0.098
Orbital gap, eV: 6.3
Net charge: -1
ΔE to the lowest compared entry with this formula, charge and spin, kcal/mol: 4.0
HOMO level, eV: -3.6
DFT total energy, Eh: -2180.41209